Entry 1:
The following is a DFT calculation (the ωB97M-V functional and the def2-TZVPD basis) of a 7-piece molecular cluster, C5H24NO7 overall.

Last column: natural (NBO) charge in e.
Atoms and positions in Å:
C: 1.359 0.252 -1.092  -0.606
C: 0.638 -0.001 0.217  -0.025
C: 0.713 1.097 1.264  -0.455
C: 1.686 0.688 2.377  -0.612
N: -0.717 -0.500 -0.114  -0.727
C: -1.924 -0.242 0.751  0.107
O: -2.338 1.047 0.802  -0.911
H: 1.010 1.228 -1.515  0.177
H: 2.383 0.433 -1.007  0.199
H: 1.310 -0.548 -1.868  0.236
H: 1.213 -0.955 0.760  0.169
H: 1.045 2.071 0.870  0.202
H: -0.305 1.175 1.676  0.256
H: 1.384 1.309 3.241  0.198
H: 2.612 0.988 1.968  0.191
H: 1.697 -0.296 2.834  0.209
H: -0.903 -0.302 -1.075  0.395
H: -2.864 -0.739 0.297  0.146
H: -1.702 -0.514 1.825  0.115
H: -2.945 1.571 -0.266  0.495
H: -2.566 2.960 -0.968  0.456
O: -3.080 2.202 -1.172  -1.056
H: 2.378 3.009 -0.597  0.458
H: 0.932 2.597 -0.932  0.477
O: 1.498 3.423 -0.903  -0.938
H: -0.993 -3.126 -1.766  0.471
H: -0.561 -2.064 -0.620  0.508
O: -0.605 -3.103 -0.832  -1.066
H: 1.319 -2.956 -0.492  0.487
H: 2.198 -2.235 0.458  0.470
O: 2.182 -2.611 -0.461  -0.961
H: -1.881 0.601 -3.487  0.446
H: -2.114 1.239 -2.080  0.509
O: -1.418 1.041 -2.836  -1.017
H: -0.557 -2.419 2.087  0.472
H: -0.304 -3.465 1.016  0.502
O: 0.219 -2.857 1.640  -0.976

Forces on the atoms, in the same order (eV/Å):
C -1.3 0.8 -1.2
C 1.0 -3.3 0.8
C -0.9 -1.0 0.7
C -1.4 1.6 1.0
N 0.0 -0.7 0.5
C -1.2 1.0 -0.4
O 0.2 0.7 0.4
H -0.3 -1.4 -0.3
H 2.0 0.1 0.8
H -0.5 0.6 0.8
H -1.7 2.6 -1.4
H -0.4 -0.4 0.3
H 0.4 0.5 -0.3
H 0.8 0.2 -0.2
H 1.7 0.0 0.4
H -0.2 -0.5 -0.8
H -0.5 0.8 -0.5
H 1.8 -0.9 0.6
H 0.0 -0.8 -0.9
H 0.7 0.5 0.0
H 0.8 1.0 0.3
O -1.3 -1.5 -0.2
H -2.0 1.1 -0.8
H 0.7 1.8 0.0
O 1.4 -2.0 0.7
H 0.8 -0.1 2.0
H -0.4 -1.1 0.3
O -0.8 1.0 -2.3
H -2.1 -0.9 -0.4
H 0.2 -0.7 -1.4
O 2.5 0.9 1.4
H -1.5 -1.4 -2.1
H 0.9 0.6 -1.4
O 0.6 1.1 3.2
H 1.3 -0.3 -0.5
H 1.3 1.2 0.9
O -2.6 -1.0 0.2

total charge	-1
E_HOMO	-4.683	eV
2S+1	1

Entry 2:
The following is a DFT calculation (the ωB97M-V functional and the def2-TZVPD basis) of one molecule with the formula C2H5NO.

Last column: natural (NBO) charge in e.
Atoms and positions in Å:
C: 0.098 0.150 -0.529  -0.352
C: 1.089 -0.418 0.353  -0.301
N: -1.116 0.497 0.177  -0.126
O: -1.257 -0.005 1.341  -0.381
H: 0.462 1.017 -1.090  0.217
H: -0.214 -0.604 -1.264  0.219
H: 2.135 -0.327 0.128  0.178
H: 0.775 -0.864 1.274  0.209
H: -1.972 0.554 -0.389  0.338

Forces on the atoms, in the same order (eV/Å):
C -0.1 0.1 -0.8
C 0.8 -0.1 0.4
N -0.7 -0.2 0.5
O -0.6 0.3 0.0
H 0.0 0.0 0.0
H 0.1 -0.1 -0.3
H 0.2 0.0 -0.1
H 0.0 -0.1 0.1
H 0.3 0.1 0.3

E_HOMO (alpha / beta)	-8.381 / -8.630	eV
2S+1	1

Entry 3:
The following is a DFT calculation (the ωB97M-V functional and the def2-TZVPD basis) of a 2-piece molecular cluster, C7H12N5 overall.

Last column: natural (NBO) charge in e.
Atoms and positions in Å:
C: 2.996 0.155 -0.404  -0.296
C: 2.460 1.390 -0.188  -0.141
C: 1.907 -0.724 -0.099  0.275
C: 1.071 1.299 0.096  -0.020
C: -2.599 -0.279 -0.432  0.311
C: 2.032 -2.198 0.047  -0.657
C: 0.045 2.284 0.166  0.042
N: -0.035 4.667 -0.058  -0.162
N: 0.085 3.521 0.270  0.030
N: 0.776 -0.026 0.137  -0.492
N: -3.491 -1.278 -0.757  -0.817
N: -2.193 0.162 0.706  -0.778
H: 3.985 -0.057 -0.577  0.244
H: 2.911 2.392 -0.205  0.231
H: -1.739 -0.127 -1.080  0.168
H: 0.987 -2.588 -0.020  0.221
H: 2.709 -2.571 -0.747  0.256
H: 2.460 -2.377 1.048  0.252
H: -0.874 1.722 0.441  0.327
H: -0.002 5.418 0.685  0.376
H: 0.018 -0.572 0.536  0.455
H: -3.373 -1.925 -1.521  0.416
H: -4.183 -1.686 -0.075  0.408
H: -2.806 0.050 1.444  0.349

Forces on the atoms, in the same order (eV/Å):
C -3.6 0.0 1.4
C -0.8 2.5 -0.1
C 1.6 0.3 -0.7
C 0.8 2.1 -0.3
C 2.2 -2.8 0.5
C -0.9 0.4 0.0
C 0.6 -3.9 0.6
N -0.2 0.5 -0.8
N 0.0 2.7 1.0
N 1.2 -2.7 0.0
N -1.4 0.1 1.4
N 0.1 1.5 -1.5
H 2.0 -0.8 -0.5
H 0.1 -0.7 -0.3
H -0.9 -0.1 -1.5
H 1.1 -0.4 0.0
H -0.6 -0.1 0.6
H -0.2 -0.3 -0.4
H -0.7 0.7 -0.2
H 0.2 -1.3 -0.1
H -0.6 1.0 -0.1
H 0.4 0.7 -0.4
H 1.3 1.2 -0.8
H -1.6 -0.6 2.1

total charge	+1
E_HOMO	-11.828	eV
2S+1	1

Entry 4:
The following is a DFT calculation (the ωB97M-V functional and the def2-TZVPD basis) of C28H47BrNP3Pd as an isolated structure.

Last column: Mulliken charge in e.
Atoms and positions in Å:
C: -0.732 7.180 -6.272  -0.332
C: -0.917 5.829 -6.607  0.858
C: -1.213 5.491 -7.939  -0.373
C: -1.307 6.524 -8.882  -0.355
N: -1.127 7.794 -8.537  -0.349
C: -0.845 8.142 -7.286  -0.384
C: -0.790 4.796 -5.613  -0.009
C: -0.735 3.971 -4.720  -0.458
C: -0.678 3.151 -3.613  0.954
C: 0.500 3.167 -2.863  -1.286
C: 0.606 2.289 -1.788  -0.594
C: -0.496 1.479 -1.546  1.069
C: -1.704 1.504 -2.226  0.173
C: -1.779 2.343 -3.329  -1.455
Pd: 0.356 -0.101 -0.572  -0.708
P: 2.295 -1.010 -1.148  0.637
H: -1.356 4.449 -8.230  0.433
H: -0.494 7.473 -5.250  0.451
H: -1.530 6.282 -9.923  0.399
H: -0.697 9.195 -7.049  0.406
H: -2.667 2.365 -3.958  0.556
H: 1.312 3.823 -3.153  0.542
H: -2.563 0.886 -1.992  0.538
H: 1.529 2.239 -1.224  0.735
C: 2.531 -2.567 -0.256  -0.499
C: 3.260 -3.675 -1.025  -1.156
H: 1.522 -2.891 0.056  0.517
H: 3.078 -2.318 0.672  0.427
H: 3.359 -4.557 -0.381  0.434
H: 2.704 -3.985 -1.920  0.228
H: 4.269 -3.369 -1.323  0.311
C: 2.057 -1.281 -2.944  1.089
C: 2.862 -0.379 -3.869  -1.592
H: 0.977 -1.115 -3.110  -0.926
H: 2.253 -2.343 -3.149  0.422
H: 2.587 -0.604 -4.906  0.436
H: 2.649 0.682 -3.694  0.284
H: 3.940 -0.548 -3.768  0.342
C: 3.796 -0.009 -0.900  -0.373
C: 5.114 -0.770 -1.058  -1.461
H: 3.716 0.438 0.104  0.410
H: 3.745 0.819 -1.623  0.440
H: 5.945 -0.059 -0.982  0.429
H: 5.257 -1.520 -0.271  0.364
H: 5.203 -1.264 -2.036  0.342
Br: -2.123 -0.235 0.043  -0.034
P: -2.258 -2.918 -3.671  0.183
C: -0.462 -3.235 -3.654  0.414
C: -0.180 -4.676 -4.093  -1.489
H: -0.102 -3.038 -2.633  -0.239
H: 0.029 -2.511 -4.318  0.428
H: 0.879 -4.804 -4.346  0.390
H: -0.437 -5.379 -3.290  0.377
H: -0.782 -4.928 -4.977  0.460
C: -2.804 -2.851 -1.939  0.485
C: -4.237 -3.352 -1.762  -1.298
H: -2.691 -1.804 -1.603  -0.647
H: -2.095 -3.441 -1.344  0.530
H: -4.477 -3.387 -0.692  0.394
H: -4.952 -2.681 -2.257  0.364
H: -4.349 -4.361 -2.177  0.394
C: -2.488 -1.265 -4.400  0.180
C: -2.813 -1.403 -5.901  -1.389
H: -1.587 -0.658 -4.233  -0.087
H: -3.312 -0.764 -3.871  0.441
H: -3.152 -0.447 -6.322  0.397
H: -1.929 -1.735 -6.461  0.349
H: -3.610 -2.145 -6.052  0.405
C: -0.599 1.305 2.619  -1.257
P: 0.818 0.949 1.530  1.026
C: 1.567 2.606 1.411  -1.350
C: 1.980 0.071 2.638  -1.128
H: -1.341 1.874 2.054  0.385
H: -0.228 1.889 3.472  0.493
H: -1.037 0.361 2.958  0.422
H: 1.685 3.006 2.426  0.557
H: 2.545 2.537 0.926  0.337
H: 0.905 3.258 0.835  0.373
H: 2.222 0.747 3.471  0.479
H: 1.488 -0.831 3.022  0.428
H: 2.894 -0.194 2.092  0.314

Forces on the atoms, in the same order (eV/Å):
C 0.3 1.8 0.0
C 0.2 -1.9 1.4
C -0.5 0.1 -1.6
C 0.3 -1.8 0.6
N -0.5 0.8 -0.4
C 0.5 -0.7 1.5
C -0.2 1.8 -1.6
C -0.2 1.3 -1.2
C 0.1 -0.5 0.3
C 0.1 -0.3 0.4
C -0.4 0.5 -1.0
C 0.2 0.6 0.2
C 0.5 0.6 -0.5
C -0.1 -0.4 0.3
Pd -1.2 0.2 0.9
P 2.2 -0.2 0.6
H 0.0 0.4 0.1
H -0.2 0.0 -0.3
H 0.1 0.3 0.3
H -0.1 -0.2 -0.2
H 0.2 0.1 0.1
H 0.0 0.0 0.1
H 0.0 -0.1 0.0
H -0.1 0.1 0.1
C -0.3 -0.4 0.4
C 0.1 -0.2 -0.1
H 0.4 -0.1 0.0
H -0.2 0.0 -0.3
H 0.0 0.2 -0.1
H 0.2 0.0 0.2
H -0.3 -0.1 0.0
C -0.6 0.0 0.2
C 0.2 0.3 -0.2
H 0.2 -0.1 -0.1
H -0.1 0.2 0.1
H 0.1 0.0 0.2
H 0.1 -0.2 0.0
H -0.3 0.1 0.0
C -0.2 0.4 0.0
C 0.3 -0.1 0.0
H 0.1 -0.1 -0.3
H 0.0 -0.1 0.2
H -0.2 -0.1 0.0
H -0.1 0.2 -0.2
H 0.0 0.1 0.3
Br -0.6 -0.4 1.2
P 1.1 1.5 1.2
C 0.0 -0.3 -0.5
C 0.2 -0.4 0.0
H -0.2 -0.1 -0.1
H -0.3 -0.2 0.0
H -0.3 0.0 0.1
H 0.1 0.1 -0.3
H 0.3 0.0 0.2
C -0.2 -0.5 0.0
C -0.3 0.0 0.2
H -0.1 -0.6 -0.7
H -0.1 -0.1 -0.2
H -0.1 0.0 -0.3
H 0.1 -0.2 0.1
H -0.1 0.2 0.2
C -0.8 0.0 -0.5
C 0.0 0.0 -0.2
H 0.0 -0.3 0.1
H 0.1 -0.3 -0.1
H 0.1 -0.3 0.1
H -0.2 0.1 0.1
H 0.2 0.3 -0.1
C -0.4 -0.6 -0.7
P 1.2 0.5 1.2
C 0.0 -0.2 -0.8
C -0.3 -0.3 -0.6
H 0.0 0.0 0.3
H 0.0 -0.2 -0.2
H -0.1 0.2 0.1
H 0.0 -0.2 -0.2
H -0.1 0.2 0.1
H 0.2 0.1 0.1
H -0.1 -0.2 -0.2
H 0.3 0.1 0.0
H -0.2 0.0 0.3

total charge	+4
E_HOMO (alpha / beta)	-19.043 / -18.990	eV
2S+1	5
expectation value of S²	6.08

Entry 5:
The following is a DFT calculation (the ωB97M-V functional and the def2-TZVPD basis) of a 8-piece molecular cluster, C31H64BrCl2NO15P3S overall.

Last column: Mulliken charge in e.
Atoms and positions in Å:
C: 3.142 2.954 1.071  -0.026
O: 1.839 3.264 0.462  -0.318
C: 2.020 3.961 -0.856  -0.659
P: 0.581 3.253 -1.965  0.878
Br: -0.723 4.187 -0.295  -0.414
C: 0.562 5.030 -2.660  -0.772
N: -0.073 5.198 -4.017  -0.549
C: -1.018 2.609 -2.783  -0.163
C: -1.851 1.489 -1.926  -0.234
C: -1.760 -0.046 -2.518  -0.086
C: -1.333 -1.062 -1.263  -0.283
O: -2.323 -1.067 -0.168  -0.330
C: -1.666 -0.717 1.135  0.181
O: -2.011 -1.319 2.284  -0.437
O: 0.969 1.767 -1.098  0.352
C: 1.713 0.801 -1.973  -0.148
Cl: 2.684 -0.526 -1.041  -0.383
C: 2.509 1.648 -3.151  0.231
P: 2.374 0.835 -4.916  0.072
O: 0.739 0.349 -5.263  -0.335
Cl: 2.902 2.318 -6.395  -0.255
P: 4.426 1.834 -3.014  0.435
O: 5.251 0.805 -4.181  -0.509
O: 5.041 1.709 -1.391  -0.409
S: 4.815 3.687 -3.606  -0.375
O: 1.690 2.861 -3.297  -0.191
H: 3.967 3.771 0.917  0.250
H: 3.496 1.859 0.763  -0.035
H: 2.948 2.885 2.245  0.093
H: 3.081 3.746 -1.298  0.147
H: 1.849 5.115 -0.602  0.301
H: 1.648 5.520 -2.735  0.167
H: -0.034 5.745 -1.913  0.403
H: -1.065 5.517 -3.974  0.285
H: 0.062 4.380 -4.648  0.249
H: -1.806 3.462 -3.061  0.100
H: -0.685 2.077 -3.798  -0.219
H: -1.594 1.427 -0.788  -0.013
H: -3.007 1.781 -1.980  0.298
H: -2.854 -0.397 -2.834  0.209
H: -1.055 -0.174 -3.442  0.107
H: -1.228 -2.194 -1.625  0.186
H: -0.300 -0.740 -0.805  0.200
H: -0.853 0.145 1.204  0.292
H: 1.021 0.098 -2.645  -0.221
H: 0.364 0.995 -5.934  0.280
H: 5.520 -0.069 -3.772  0.323
H: 5.785 2.395 -1.339  0.346
C: -2.429 -3.794 -5.301  -1.086
C: -3.531 -2.804 -5.036  0.790
O: -3.333 -1.792 -4.366  -0.549
C: -4.886 -3.100 -5.622  -1.174
H: -1.508 -3.451 -4.817  0.236
H: -2.698 -4.769 -4.888  0.347
H: -2.250 -3.872 -6.377  0.350
H: -5.265 -4.044 -5.224  0.343
H: -4.817 -3.147 -6.712  0.345
H: -5.582 -2.300 -5.350  0.286
C: -5.571 -5.400 1.179  -1.109
C: -4.200 -4.905 0.800  0.717
O: -3.685 -5.211 -0.274  -0.599
C: -3.485 -4.021 1.787  -0.816
H: -5.966 -6.027 0.372  0.307
H: -5.510 -6.000 2.090  0.321
H: -6.245 -4.552 1.325  0.308
H: -3.332 -4.560 2.725  0.452
H: -4.066 -3.112 1.960  0.208
H: -2.508 -3.740 1.380  0.172
C: -3.447 2.192 -6.002  -0.740
C: -2.491 3.059 -6.776  0.847
O: -1.277 3.002 -6.582  -0.473
C: -3.076 3.998 -7.797  -1.308
H: -2.884 1.566 -5.302  -0.052
H: -4.139 2.818 -5.432  0.331
H: -3.998 1.543 -6.687  0.413
H: -3.751 4.705 -7.307  0.335
H: -3.610 3.429 -8.562  0.342
H: -2.269 4.560 -8.278  0.316
C: -3.667 -1.092 7.233  -0.814
C: -3.952 -1.855 5.967  0.738
O: -4.701 -2.830 5.963  -0.600
C: -3.284 -1.378 4.705  -0.351
H: -4.217 -1.549 8.063  0.315
H: -2.599 -1.131 7.458  0.000
H: -3.996 -0.055 7.124  0.324
H: -2.198 -1.430 4.817  0.313
H: -3.595 -0.354 4.483  0.325
H: -3.581 -2.023 3.871  -0.193
C: 5.747 -5.189 -0.409  -1.121
C: 5.057 -4.166 -1.272  0.773
O: 5.078 -4.247 -2.499  -0.585
C: 4.341 -3.040 -0.575  -0.876
H: 6.221 -5.942 -1.048  0.303
H: 6.519 -4.705 0.194  0.310
H: 5.016 -5.686 0.234  0.314
H: 5.050 -2.461 0.021  0.386
H: 3.547 -3.441 0.061  0.387
H: 3.890 -2.379 -1.323  0.298
C: 4.199 1.200 6.068  -0.629
C: 3.509 2.223 5.205  0.718
O: 3.530 2.141 3.978  -0.541
C: 2.793 3.349 5.902  -1.040
H: 4.674 0.447 5.429  0.263
H: 4.972 1.683 6.672  0.337
H: 3.469 0.703 6.711  -0.065
H: 3.503 3.928 6.498  0.320
H: 2.000 2.947 6.538  0.276
H: 2.342 4.010 5.154  0.267
C: 0.700 -0.450 8.668  -1.052
C: 2.034 -1.134 8.808  0.840
O: 2.830 -1.178 7.871  -0.578
C: 2.357 -1.760 10.138  -1.150
H: 0.604 -0.045 7.655  0.270
H: -0.105 -1.170 8.834  0.318
H: 0.628 0.373 9.383  0.342
H: 1.626 -2.538 10.369  0.336
H: 2.359 -0.995 10.918  0.332
H: 3.352 -2.216 10.092  0.310

Forces on the atoms, in the same order (eV/Å):
C -0.7 -0.8 1.8
O 3.5 1.3 -0.2
C 0.3 0.1 1.8
P 2.1 3.2 0.3
Br -2.1 -0.5 2.0
C -0.4 2.8 -1.2
N -0.3 0.1 0.0
C -1.4 -1.5 -1.2
C -1.1 -0.5 -0.2
C -1.2 -0.5 1.4
C 1.4 -0.1 -1.4
O 2.8 1.1 3.3
C -2.4 -2.9 3.9
O 1.9 3.7 -7.7
O 1.6 -4.4 -3.5
C -2.4 0.6 -1.4
Cl -0.9 2.1 -0.7
C -2.7 0.9 0.2
P -0.1 -2.4 -1.0
O 1.4 2.7 -0.5
Cl -1.0 -0.6 1.4
P 2.3 2.9 0.0
O -1.1 0.0 3.4
O 0.1 0.0 -2.7
S 0.0 -1.4 0.4
O 1.7 -2.4 0.9
H -1.5 -1.5 -0.1
H -0.5 2.4 0.3
H 0.4 0.3 -2.9
H -1.9 0.5 0.8
H 0.7 -2.4 -0.8
H -2.0 -1.5 0.1
H 1.5 -1.6 -2.0
H 1.3 -0.8 -0.1
H -0.4 1.0 0.9
H 2.2 -1.7 0.7
H -0.8 1.2 2.0
H -0.3 0.6 -2.3
H 2.5 -0.5 0.2
H 2.7 0.8 0.6
H -1.2 0.2 1.9
H -0.3 2.4 0.7
H -1.9 -0.5 -1.0
H -1.6 -1.8 -0.9
H 1.0 1.5 1.9
H 0.2 -0.8 1.2
H -0.6 1.1 -0.6
H -1.5 -1.1 -0.4
C 0.4 0.2 0.3
C 0.3 1.4 1.0
O -0.4 -1.6 -1.2
C -0.3 0.4 0.2
H -0.2 0.0 -0.1
H 0.0 0.0 -0.2
H -0.1 -0.2 0.1
H 0.1 0.0 -0.2
H 0.0 -0.2 0.1
H 0.2 -0.2 0.0
C -0.2 -0.3 -0.4
C 0.9 -0.2 -1.2
O -0.7 0.3 1.2
C 0.4 -0.1 -0.4
H 0.1 0.1 0.2
H -0.1 0.2 0.1
H 0.1 -0.1 0.2
H -0.2 0.1 0.1
H 0.1 -0.1 0.1
H -0.3 0.0 0.1
C 0.4 -0.2 0.3
C 1.6 -0.2 0.4
O -1.5 0.0 -0.4
C 0.5 0.3 -0.2
H -0.1 0.1 -0.1
H -0.1 -0.1 -0.1
H -0.2 0.1 0.1
H -0.1 -0.1 -0.1
H -0.2 0.1 0.1
H -0.2 -0.1 0.1
C -0.3 -0.3 0.4
C -0.8 -1.1 -0.4
O 0.8 1.1 0.2
C -0.4 -0.5 0.1
H 0.1 0.1 -0.2
H 0.0 0.2 -0.1
H 0.2 0.0 0.0
H -0.1 0.2 -0.1
H 0.3 0.0 0.0
H 0.1 0.2 0.3
C 0.2 -0.4 -0.4
C -0.1 0.0 -1.6
O 0.0 0.0 1.5
C 0.0 0.0 -0.5
H -0.1 0.2 0.1
H -0.2 0.0 0.1
H 0.1 0.1 0.1
H -0.1 -0.1 0.2
H 0.1 0.1 0.1
H 0.3 -0.5 0.2
C 0.1 -0.2 -0.4
C 0.2 -0.2 -1.7
O 0.1 0.0 2.2
C -0.2 0.3 -0.4
H -0.1 0.2 0.1
H -0.1 0.0 0.1
H 0.2 0.1 0.1
H -0.1 -0.1 0.2
H 0.2 0.1 0.1
H 0.1 -0.2 0.1
C 0.1 0.2 -0.5
C 1.1 -0.1 -1.3
O -1.1 0.0 1.3
C 0.5 -0.2 -0.1
H 0.0 -0.1 0.2
H 0.0 0.1 0.2
H -0.1 -0.2 0.1
H 0.0 0.2 0.1
H -0.2 -0.1 0.0
H -0.2 0.1 0.0

total charge	-1
E_HOMO	-4.434	eV
2S+1	1

no.,calculated total energy (hartree)
1,-786.30551
2,-209.03933
3,-547.35230
4,-4874.10740
5,-7319.43778